CH12O4S2 | ωB97M-V/def2-TZVPD

As for the SMILES: CSS.O.O.O.O. The value obtained for the total energy is -1142.59239 hartree.

Cartesian coordinates (Å):
S -0.94643 -4.10780 1.69050
S 0.26449 -2.38956 2.08391
O 1.56096 -0.93431 -1.00828
O -0.22014 4.55633 -0.63224
O -0.83557 0.24507 -2.45082
O -0.01363 2.82652 -2.67180
C 0.05174 -1.82893 3.81625
H 1.35075 -1.87682 -1.03148
H -0.01502 0.22815 -1.93953
H -2.28658 -3.84548 1.47182
H 0.83319 2.80095 -3.14577
H -0.33378 2.01987 -3.12915
H 0.04770 3.79465 -1.18983
H 0.81862 -2.36502 4.36155
H -0.94409 -0.61878 -2.87384
H -0.97464 -1.93410 4.15052
H 0.17845 -0.73680 3.99816
H 2.00648 -0.93263 -0.13739
H -0.54250 5.09870 -1.36256

Atoms 1-6, force components in eV/Å:
0.40 0.17 0.55
-1.29 0.06 -0.50
0.48 -0.59 0.94
0.24 -0.25 -0.82
-0.20 -0.09 -0.41
0.88 -1.08 -1.74